This record from OMol25 describes C13H28N5O3PSi2 as an isolated structure. The level of theory is wB97M-V/def2-TZVPD.

Results
Lowest unoccupied orbital energy in eV: 0.1928
Max |F| in eV/A: 0.823

CARTESIAN COORDINATES (ANGSTROEM)
C  4.60752  -2.33139  0.42161
C  3.33259  -1.67816  0.96940
P  2.03696  -1.47745  -0.33359
C  0.82089  -2.85978  -0.20003
C  1.51576  -4.23517  -0.15352
Si  0.92953  0.42644  -0.02740
C  -0.94382  0.16171  -0.18165
O  -1.51291  0.34673  1.13576
N  -1.94808  -0.85892  1.66562
O  -1.92111  -0.81520  2.83802
O  1.33193  1.46466  -1.25508
Si  2.84798  1.89396  -1.74248
H  4.51868  -3.41649  0.34270
H  5.44424  -2.13062  1.09730
H  4.86067  -1.92712  -0.56030
H  3.58143  -0.66958  1.31071
H  2.96863  -2.19847  1.85973
H  0.15091  -2.75710  0.65857
H  0.19906  -2.78730  -1.09515
H  1.43866  -4.68687  0.83666
H  2.57344  -4.17434  -0.41435
H  1.05704  -4.92074  -0.86894
H  1.18534  1.10326  1.26243
H  -1.15552  -0.84882  -0.53863
H  -1.39776  0.88647  -0.86078
H  3.62995  0.76178  -2.27403
H  2.68978  2.90754  -2.80393
H  3.58167  2.47917  -0.59748
C  -2.56389  1.63288  4.74724
C  -1.75451  2.53684  5.55455
N  -1.08130  3.21505  6.18891
H  -1.94592  1.23000  3.94659
H  -2.93164  0.81011  5.35733
H  -3.40826  2.16651  4.31505
C  1.48249  1.11074  5.56696
C  2.30013  0.75250  4.41364
N  2.95434  0.46922  3.51246
H  0.51677  0.61267  5.51042
H  1.98859  0.79988  6.47933
H  1.32128  2.18611  5.59579
C  -3.19298  -0.30593  -4.02133
C  -2.04667  -1.01580  -3.47007
N  -1.13565  -1.56344  -3.03510
H  -3.46182  0.53399  -3.38370
H  -2.94623  0.07401  -5.01067
H  -4.04328  -0.98119  -4.09824
C  -4.41978  3.14373  -6.92981
C  -4.52480  2.84399  -5.50742
N  -4.60805  2.62107  -4.38394
H  -4.89129  4.10201  -7.13905
H  -3.37212  3.19229  -7.22088
H  -4.91703  2.36862  -7.50990

Forces on atoms 1 to 6 (eV/Å):
0.0608 -0.0056 0.2265
0.0233 0.1980 0.1698
0.3789 -0.1956 -0.7044
-0.2389 -0.0939 0.2707
-0.0335 -0.0094 -0.1125
-0.2283 0.0674 0.1590